Here is a molecular structure, C26H40BBr45NO5PS2 at a distorted geometry from the OMol25 dataset. Energies are from wB97M-V/def2-TZVPD.

XYZ file:
```
121
Properties=species:S:1:pos:R:3:lowdin_charge:R:1
C -0.291 1.780 -1.444 -0.13
O -0.476 0.351 -1.232 -0.18
C 0.596 -0.477 -1.879 -0.23
C 0.361 -1.977 -1.174 -0.11
C 1.611 -3.009 -1.342 -0.23
C 2.466 -3.268 0.073 -0.51
S 1.387 -3.925 1.471 0.56
B 2.083 0.108 -1.555 -0.40
O 3.063 0.678 -2.499 0.05
O 2.494 0.121 -0.105 0.02
C 0.168 -0.488 -3.498 -0.21
C 0.890 -1.671 -4.365 -0.19
N 2.407 -1.512 -4.537 -0.03
O -1.293 -0.529 -3.443 -0.16
C -1.990 -0.596 -4.702 -0.47
C -3.539 -1.123 -4.320 -0.08
C -4.104 -1.985 -5.776 -0.21
C -3.852 -3.702 -5.720 -0.05
O -5.309 -2.956 -5.559 -0.19
P -2.264 1.041 -5.644 0.40
S -1.325 2.586 -4.953 0.10
H -1.378 2.269 -1.345 0.09
H 0.339 2.336 -0.594 0.00
H 0.093 2.111 -2.497 0.06
H 0.230 -1.732 -0.013 0.13
H -0.654 -2.400 -1.574 0.13
H 2.337 -2.799 -2.235 0.11
H 1.127 -4.076 -1.575 0.10
H 3.220 -4.155 -0.192 0.09
H 3.134 -2.359 0.378 0.08
H 0.126 -4.330 0.952 -0.18
H 2.918 1.669 -2.602 0.13
H 1.932 0.815 0.358 0.03
H 0.471 0.538 -3.993 0.12
H 0.500 -1.712 -5.493 0.11
H 0.599 -2.741 -3.922 0.13
H 2.642 -0.553 -4.884 0.08
H 2.712 -2.223 -5.252 0.08
H -1.632 -1.384 -5.487 0.12
H -4.283 -0.234 -4.164 0.09
H -3.542 -1.929 -3.472 0.13
H -3.957 -1.412 -6.882 0.16
H -3.454 -3.724 -6.820 0.11
H -3.219 -3.692 -4.733 0.08
H -1.928 0.919 -7.056 -0.01
H -3.693 1.383 -5.625 -0.06
C -4.511 -7.538 -4.627 -1.58
Br -3.801 -8.690 -6.024 0.57
Br -5.686 -8.508 -3.417 0.54
Br -3.098 -6.605 -3.670 0.54
H -5.121 -6.775 -5.121 -0.07
C -0.366 -8.479 -1.138 -1.59
Br 0.177 -6.998 0.001 0.52
Br 0.619 -8.500 -2.815 0.55
Br -0.253 -10.185 -0.211 0.55
H -1.420 -8.320 -1.388 -0.08
C 1.776 4.980 0.950 -1.55
Br 0.734 6.295 1.934 0.57
Br 1.474 3.175 1.611 0.66
Br 1.477 5.108 -0.968 0.56
H 2.831 5.212 1.125 -0.03
C 2.302 -7.260 4.284 -1.59
Br 3.461 -5.803 4.846 0.56
Br 0.438 -6.710 4.195 0.50
Br 2.901 -8.060 2.615 0.54
H 2.370 -8.037 5.053 -0.05
C 1.742 6.572 -5.249 -1.56
Br 2.452 5.420 -6.647 0.55
Br 0.567 5.602 -4.040 0.51
Br 3.155 7.505 -4.292 0.54
H 1.132 7.336 -5.744 -0.02
C 5.993 9.500 -7.318 -1.60
Br 4.732 10.521 -6.244 0.54
Br 7.745 9.402 -6.479 0.55
Br 5.303 7.737 -7.763 0.53
H 6.120 10.041 -8.262 -0.02
C -0.619 -10.332 6.611 -1.59
Br -2.470 -9.819 6.299 0.55
Br 0.339 -10.633 4.945 0.56
Br 0.302 -9.058 7.756 0.56
H -0.638 -11.287 7.146 -0.02
C 0.554 9.064 5.023 -1.60
Br -0.906 9.521 3.823 0.55
Br 1.785 10.552 5.265 0.56
Br -0.094 8.378 6.724 0.54
H 1.119 8.256 4.547 -0.06
C -0.515 5.061 9.630 -1.59
Br 0.645 6.519 10.192 0.53
Br -2.378 5.611 9.541 0.57
Br 0.085 4.262 7.961 0.49
H -0.447 4.284 10.399 -0.03
C 3.993 3.736 11.696 -1.58
Br 4.322 5.591 12.180 0.55
Br 3.345 2.697 13.208 0.56
Br 2.812 3.589 10.158 0.55
H 4.956 3.307 11.402 -0.02
C -3.636 -6.736 1.546 -1.56
Br -2.414 -5.331 2.111 0.55
Br -3.789 -6.825 -0.391 0.54
Br -3.163 -8.459 2.315 0.55
H -4.626 -6.473 1.933 -0.02
C -9.452 -6.857 -5.183 -1.59
Br -10.475 -7.027 -3.537 0.56
Br -7.865 -5.759 -4.940 0.58
Br -9.021 -8.592 -5.950 0.55
H -10.092 -6.339 -5.905 -0.02
C -5.187 4.310 -3.766 -1.58
Br -6.022 2.796 -4.657 0.56
Br -3.813 3.744 -2.510 0.55
Br -4.510 5.616 -5.039 0.55
H -5.968 4.808 -3.182 -0.02
C 3.952 4.717 4.698 -1.59
Br 5.400 3.661 5.454 0.57
Br 2.395 4.749 5.864 0.50
Br 4.536 6.510 4.221 0.55
H 3.646 4.223 3.770 -0.06
C 6.196 9.113 10.959 -1.62
Br 7.355 10.570 11.521 0.56
Br 4.332 9.663 10.870 0.54
Br 6.795 8.314 9.290 0.55
H 6.264 8.336 11.728 -0.04
```

Output
LUMO energy	-0.0148	Eh